[1]
C46H111N17O11 | the ωB97M-V functional and the def2-TZVPD basis

Results
Highest occupied orbital energy, Eh: -0.2861
LUMO, eV: 0.3153
Energy, eV: -97352.3983
Frontier orbital gap, eV: 8.10
SMILES string: CC1(C)CCCC(C)(C)N1O.CC1(C)CCCC(C)(C)N1O.CC1(C)CCCC(C)(C)N1O.CC1(C)CCCC(C)(C)N1O.COC[C@H](C)N.NC(N)=O.NC(N)=O.NC(N)=O.NC(N)=O.NC(N)=O.NC(N)=O

Each line ends with the Mulliken charge.
Element x y z (Å)
C1 -2.045 -0.296 5.516  -1.90
C2 -1.977 -1.865 5.906  2.02
C3 -0.674 -2.015 6.727  -2.02
C4 -3.116 -2.399 6.687  -1.06
C5 -4.438 -2.497 5.954  -0.66
C6 -4.169 -3.451 4.730  -1.51
C7 -2.998 -2.973 3.822  3.15
C8 -2.588 -4.230 2.981  -2.51
C9 -3.597 -1.868 2.952  -2.13
N1 -1.808 -2.664 4.622  -0.36
O1 -0.791 -2.098 3.818  0.03
H1 -2.751 -0.205 4.690  0.37
H2 -2.457 0.291 6.336  0.42
H3 -1.061 0.067 5.218  0.36
H4 0.187 -1.805 6.092  0.27
H5 -0.658 -1.394 7.623  0.38
H6 -0.406 -3.045 6.960  0.44
H7 -2.811 -3.409 6.960  0.30
H8 -3.299 -1.709 7.511  0.43
H9 -5.132 -2.922 6.680  0.43
H10 -4.831 -1.564 5.551  0.28
H11 -5.096 -3.549 4.166  0.39
H12 -3.990 -4.420 5.196  0.43
H13 -2.091 -5.014 3.553  0.58
H14 -1.884 -3.837 2.247  0.15
H15 -3.394 -4.704 2.422  0.51
H16 -4.288 -2.196 2.175  0.60
H17 -2.782 -1.355 2.441  0.04
H18 -4.197 -1.180 3.547  0.16
H19 -1.077 -1.182 3.829  0.01
C10 -0.444 -7.424 1.642  -1.94
C11 -0.069 -6.540 0.429  1.35
C12 0.825 -7.318 -0.583  -1.85
C13 -1.399 -6.161 -0.260  -1.12
C14 -1.250 -5.079 -1.305  -1.32
C15 -0.603 -3.839 -0.681  0.24
C16 0.665 -4.071 0.189  1.75
C17 1.822 -4.262 -0.857  -2.03
C18 0.889 -2.917 1.117  -0.42
N2 0.554 -5.343 1.026  1.53
O2 1.653 -5.642 1.825  -0.59
H20 -0.948 -8.355 1.379  0.48
H21 0.407 -7.798 2.210  0.50
H22 -1.152 -6.901 2.284  0.20
H23 1.867 -7.000 -0.631  0.29
H24 0.892 -8.396 -0.436  0.43
H25 0.423 -7.328 -1.596  0.35
H26 -1.875 -7.069 -0.630  0.46
H27 -2.045 -5.785 0.533  0.00
H28 -0.605 -5.516 -2.068  0.32
H29 -2.143 -4.733 -1.825  0.65
H30 -1.398 -3.391 -0.084  0.03
H31 -0.459 -3.252 -1.587  -0.42
H32 2.713 -4.668 -0.377  0.35
H33 2.119 -3.325 -1.327  0.24
H34 1.507 -4.902 -1.681  0.42
H35 0.737 -1.970 0.600  -0.21
H36 1.888 -3.143 1.488  0.21
H37 0.250 -2.986 1.998  -0.13
H38 1.139 -5.685 2.634  0.35
C19 2.654 0.201 -6.587  -1.85
C20 1.056 0.340 -6.355  1.28
C21 0.459 1.633 -6.964  -1.45
C22 0.538 -0.869 -7.133  -1.28
C23 -0.892 -1.339 -6.782  -0.97
C24 -1.064 -1.412 -5.213  -1.43
C25 -0.552 -0.197 -4.371  1.77
C26 -1.729 0.816 -4.480  -1.58
C27 -0.254 -0.590 -2.879  -1.23
N3 0.757 0.284 -4.911  0.48
O3 1.255 1.382 -4.167  0.48
H39 3.191 0.964 -6.024  0.33
H40 3.171 -0.741 -6.404  0.32
H41 2.816 0.268 -7.663  0.51
H42 -0.629 1.631 -6.910  0.33
H43 0.812 2.473 -6.365  0.22
H44 0.743 1.913 -7.978  0.42
H45 0.432 -0.673 -8.200  0.37
H46 1.204 -1.725 -7.017  0.40
H47 -1.697 -0.661 -7.065  0.42
H48 -1.115 -2.270 -7.303  0.46
H49 -0.543 -2.303 -4.864  0.45
H50 -2.085 -1.586 -4.872  0.49
H51 -2.565 0.467 -3.874  0.38
H52 -1.999 0.930 -5.530  0.37
H53 -1.389 1.792 -4.135  0.03
H54 0.234 0.167 -2.265  -0.93
H55 0.488 -1.389 -2.876  0.31
H56 -1.176 -0.946 -2.419  0.70
H57 1.623 0.993 -3.370  -0.22
C28 -1.200 7.943 -1.313  -1.83
C29 -0.946 6.468 -1.577  1.92
C30 -2.054 5.664 -0.770  -1.19
C31 -1.210 6.227 -3.111  -1.89
C32 -0.737 4.873 -3.592  -0.17
C33 0.769 4.804 -3.358  -0.40
C34 1.224 4.980 -1.896  2.39
C35 0.995 3.637 -1.233  -1.57
C36 2.770 5.270 -1.823  -2.22
N4 0.446 6.129 -1.272  -0.11
O4 0.814 6.356 -0.043  -0.58
H58 -0.765 8.724 -1.937  0.37
H59 -2.265 8.104 -1.476  0.44
H60 -0.897 8.147 -0.286  0.41
H61 -1.644 5.431 0.213  0.00
H62 -2.967 6.249 -0.657  0.50
H63 -2.323 4.715 -1.233  0.14
H64 -2.266 6.275 -3.376  0.42
H65 -0.782 7.039 -3.699  0.42
H66 -1.369 4.007 -3.395  -0.27
H67 -0.994 5.096 -4.628  0.49
H68 1.328 5.295 -4.155  0.46
H69 0.943 3.777 -3.680  -0.49
H70 -0.062 3.419 -1.083  0.13
H71 1.302 3.877 -0.215  0.25
H72 1.582 2.848 -1.704  0.41
H73 3.086 6.263 -2.142  0.47
H74 3.375 4.633 -2.469  0.37
H75 3.025 5.024 -0.792  0.45
H76 1.443 7.047 -0.260  0.36
C37 6.067 -3.790 1.700  -0.58
O5 6.900 -2.597 1.527  -0.42
C38 6.420 -1.624 0.601  -0.99
C39 5.463 -0.634 1.313  0.79
C40 4.045 -0.972 1.672  -0.97
N5 5.464 0.618 0.575  -0.70
H77 5.134 -3.495 2.180  0.17
H78 6.524 -4.534 2.352  0.34
H79 5.746 -4.225 0.753  0.26
H80 7.329 -1.100 0.305  0.30
H81 5.827 -1.983 -0.240  0.37
H82 5.926 -0.476 2.287  0.34
H83 3.497 -0.074 1.958  0.05
H84 4.057 -1.650 2.525  0.52
H85 3.597 -1.588 0.892  0.21
H86 4.701 0.607 -0.088  -0.04
H87 5.053 1.313 1.181  0.38
N6 -3.574 3.582 2.057  -0.28
C41 -4.098 2.426 1.891  0.48
N7 -5.347 2.489 1.764  -0.35
O6 -3.476 1.393 1.962  -0.54
H88 -4.227 4.350 2.000  0.12
H89 -2.618 3.705 2.359  -0.05
H90 -5.785 3.400 1.782  0.13
H91 -5.915 1.654 1.754  0.27
N8 5.253 -0.483 -2.734  -0.43
C42 4.015 -0.234 -2.891  0.66
N9 3.440 -0.977 -3.799  -0.16
O7 3.405 0.423 -2.154  -0.38
H92 5.728 -0.109 -1.924  0.23
H93 5.646 -1.285 -3.204  0.17
H94 2.439 -0.853 -3.854  -0.27
H95 4.033 -1.566 -4.365  0.23
N10 -0.784 1.254 1.748  0.55
C43 -0.421 0.609 0.697  -0.33
N11 0.874 0.672 0.511  0.72
O8 -1.104 0.007 -0.066  1.41
H96 -0.093 1.641 2.375  0.19
H97 -1.765 1.407 1.932  -0.34
H98 1.465 1.318 1.015  0.18
H99 1.174 0.419 -0.420  -0.49
N12 -3.870 -0.712 -0.548  0.21
C44 -4.354 0.217 -1.308  0.43
N13 -3.557 1.189 -1.293  0.12
O9 -5.380 0.094 -1.952  -0.81
H100 -4.348 -1.585 -0.375  0.14
H101 -2.970 -0.666 -0.091  -0.57
H102 -3.553 1.866 -2.042  0.09
H103 -2.843 1.100 -0.585  -0.22
N14 -0.447 6.660 2.427  -0.21
C45 -0.174 5.629 3.149  0.65
N15 0.244 4.671 2.332  0.23
O10 -0.298 5.537 4.368  -0.82
H104 -0.760 7.503 2.887  0.24
H105 -0.104 6.594 1.479  0.15
H106 0.455 4.980 1.394  0.42
H107 0.684 3.822 2.655  -0.11
N16 0.933 3.045 5.210  -0.33
C46 1.346 2.094 4.426  0.61
N17 2.029 1.150 4.981  -0.36
O11 1.138 2.186 3.248  -1.18
H108 0.335 3.743 4.791  0.05
H109 1.029 2.820 6.190  0.18
H110 2.054 1.042 5.985  0.22
H111 2.287 0.402 4.353  0.16

[2]
C5H6N2O3 | the ωB97M-V functional and the def2-TZVPD basis

Results
Highest occupied orbital energy, Eh: -0.3227
LUMO, eV: 0.3857
Energy, eV: -14400.6800
Frontier orbital gap, eV: 9.17
ΔE to the lowest compared entry with this formula, charge and spin, kcal/mol: 97.6

Each line ends with the Mulliken charge.
Element x y z (Å)
O1 1.206 -0.966 -2.300  -0.54
C1 0.593 -0.095 -1.723  0.59
C2 0.337 1.315 -2.297  -0.35
C3 -1.036 1.644 -1.833  0.11
C4 -1.680 0.676 -1.123  0.73
N1 -0.880 -0.434 -0.849  -0.56
C5 -3.052 0.996 -1.287  -0.65
N2 -3.175 2.143 -1.917  -0.39
O2 -1.915 2.542 -2.285  -0.21
H1 1.092 2.007 -1.900  0.26
H2 0.423 1.274 -3.392  0.30
H3 -1.274 -1.364 -0.800  0.20
H4 -3.934 0.501 -0.887  0.40
H5 0.266 -0.442 0.419  0.52
O3 1.473 -0.311 0.245  -0.74
H6 1.642 0.617 0.447  0.32

- Among the records above, which one has the highest LUMO?
  C5H6N2O3